No. 1
# C5H13NO

The molecule C5H13NO at a distorted geometry (ωB97M-V/def2-TZVPD, the OMol25 dataset).

ΔE to the lowest compared entry with this formula, charge and spin, eV: 1.0922
Structure (SMILES): CCNC[C@H](C)O
Kohn-Sham gap, eV: 9.83
Electronic energy, Ha: -328.27871
LUMO energy, eV: 1.06

Structure (XYZ):
```
20
C5H13NO (ωB97M-V/def2-TZVPD)
C 2.02116 -0.99964 -1.83502
C 0.88789 0.01922 -1.62398
N -0.28834 -0.45418 -0.90919
C -0.05733 -0.78819 0.49386
C -0.52175 0.36564 1.42100
C -2.01886 0.38931 1.62445
O 0.05013 1.59291 0.99272
H 1.63807 -1.83196 -2.42536
H 2.46757 -1.35900 -0.90724
H 2.82610 -0.52695 -2.37745
H 1.30006 0.87205 -1.09994
H 0.63948 0.42154 -2.59804
H -0.59922 -1.26177 -1.43107
H -0.66079 -1.63450 0.79500
H 0.98942 -0.91356 0.65280
H -0.03828 0.12844 2.37131
H -2.29123 -0.23513 2.47254
H -2.35948 1.37998 1.92138
H -2.64365 0.09538 0.78116
H -0.53658 1.98748 0.34442
```

No. 2
# C29H40BrN4OScSe5Si

A structure of composition C29H40BrN4OScSe5Si (ωB97M-V/def2-TZVPD, the OMol25 dataset).

ΔE to the lowest compared entry with this formula, charge and spin, eV: 0.6149
Kohn-Sham gap, eV: 4.55
Electronic energy, Ha: -17054.97309
LUMO energy, eV: 3.49
Charge: -2

Structure (XYZ):
```
82
C29H40BrN4OScSe5Si (ωB97M-V/def2-TZVPD)
Sc 0.12698 -0.30626 -0.02237
Br 2.71008 1.01315 7.05565
C 2.34897 0.64938 5.22127
C 3.28700 1.01517 4.25292
C 3.05753 0.73541 2.92862
C 1.86445 0.10828 2.51669
O 1.65129 -0.15823 1.26581
C 0.91508 -0.21958 3.51185
C -0.30619 -0.88938 3.16782
N -0.76535 -1.04447 1.97553
C -1.84657 -1.93533 1.83366
C -2.98059 -1.93786 2.59859
C -3.92483 -2.97223 2.42664
C -3.70439 -3.99421 1.54551
C -2.54356 -3.99700 0.73575
C -2.20000 -5.03539 -0.16017
C -1.05438 -4.93404 -0.88950
C -0.27564 -3.75974 -0.79399
N -0.55649 -2.77351 0.02178
C -1.64890 -2.91663 0.83166
C 1.17766 0.03929 4.86492
H 4.18601 1.53998 4.54650
H 3.76209 1.04416 2.16899
H -0.85330 -1.34762 3.99419
H -3.14902 -1.11578 3.28500
H -4.83275 -2.95458 3.01635
H -4.41657 -4.80479 1.44302
H -2.85179 -5.89674 -0.25394
H -0.75340 -5.70789 -1.58216
H 0.59431 -3.61951 -1.42557
H 0.43929 -0.22374 5.61213
Se -0.04368 4.06391 0.91044
Se 1.82344 4.54132 2.21220
Se -2.88064 1.84222 2.59605
Se -0.74934 1.92929 1.64353
N 1.19766 1.47806 -1.02916
H 0.59267 2.20949 -1.39150
H 1.83412 1.20251 -1.77111
H 1.74390 1.93796 -0.30163
Se 2.39211 -1.63498 -1.40973
C 2.50637 -0.89840 -3.08005
N 2.62720 -0.42195 -4.12896
C -2.88012 2.15120 -4.21109
C -1.82340 1.71936 -3.18106
C -0.51984 1.50687 -3.96609
C -1.63595 2.91646 -2.22899
Si -2.16965 0.07651 -2.12968
C -2.15852 -1.42864 -3.43861
C -2.83837 -2.63374 -2.77900
C -2.82033 -1.22058 -4.80679
C -0.71177 -1.84832 -3.71646
C -4.04897 0.23585 -1.51476
C -5.14608 -0.02998 -2.55579
C -4.31133 1.64441 -0.96603
C -4.27089 -0.70411 -0.32560
H -2.52474 3.04925 -4.73864
H -3.82938 2.41096 -3.74387
H -3.07429 1.38809 -4.96430
H -0.13363 2.46910 -4.32937
H -0.67646 0.87318 -4.84035
H 0.26987 1.03284 -3.38079
H -1.00490 3.68316 -2.69746
H -1.20026 2.64807 -1.26466
H -2.58557 3.38902 -1.98178
H -3.92218 -2.53821 -2.73387
H -2.48718 -2.77939 -1.75880
H -2.60946 -3.54888 -3.34609
H -3.85604 -0.88990 -4.73732
H -2.81202 -2.17102 -5.36333
H -2.27405 -0.49631 -5.41258
H -0.15541 -2.02887 -2.79544
H -0.15095 -1.10333 -4.27748
H -0.69742 -2.78015 -4.30368
H -5.05444 0.61731 -3.42972
H -6.12540 0.17578 -2.09816
H -5.17092 -1.06047 -2.90807
H -4.39093 2.38814 -1.75844
H -3.55587 1.96163 -0.24739
H -5.26792 1.64435 -0.42464
H -4.04777 -1.75157 -0.54579
H -5.32019 -0.64950 0.00205
H -3.65919 -0.37724 0.51635
```

No. 3
# C4H13N2

The ion C4H13N2 with charge +1 at a distorted geometry (ωB97M-V/def2-TZVPD, the OMol25 dataset).

ΔE to the lowest compared entry with this formula, charge and spin, eV: 1.2950
Structure (SMILES): CC[NH2+]CCN
Kohn-Sham gap, eV: 11.60
Electronic energy, Ha: -269.45310
LUMO energy, eV: -2.93
Charge: +1

Structure (XYZ):
```
19
C4H13N2 (ωB97M-V/def2-TZVPD)
C -1.91383 -1.33712 1.29270
C -1.00281 -0.11852 1.41218
N 0.29043 -0.33410 0.62447
C 0.91343 0.98986 0.11422
C 0.66625 1.09311 -1.35767
N 1.04076 -0.16005 -2.00890
H -1.83069 -1.82873 0.31986
H -2.96882 -1.20752 1.51169
H -1.52692 -2.10877 1.96112
H -0.81790 0.11300 2.45111
H -1.49037 0.58876 0.73393
H 0.11904 -0.79888 -0.28629
H 0.86551 -0.88397 1.24856
H 1.91582 1.05860 0.52155
H 0.32316 1.77113 0.59275
H -0.37683 1.31449 -1.59359
H 1.23194 1.97219 -1.69196
H 0.88023 -0.12099 -3.01014
H 2.05129 -0.26316 -2.13828
```

| no. | HOMO energy (eV) |
| --- | --- |
| 1 | -8.77 |
| 2 | -1.06 |
| 3 | -14.53 |